Formula: C46H52F3GeN3O3OsSSi
Source: the Open Molecules 2025 dataset
Level of theory: wB97M-V/def2-TZVPD

XYZ file:
```
111
C46H52F3GeN3O3OsSSi | the Open Molecules 2025 dataset | wB97M-V/def2-TZVPD
Os -0.893 -1.373 -0.884
N -4.494 -8.062 6.325
C -4.103 -7.311 5.548
C -3.614 -6.362 4.576
C -3.257 -5.079 4.985
C -2.767 -4.176 4.057
C -2.649 -4.541 2.719
C -3.017 -5.822 2.314
C -3.491 -6.735 3.241
C -2.106 -3.566 1.727
C -2.985 -3.094 0.745
C -4.408 -3.399 0.674
C -4.891 -2.790 -0.423
C -3.774 -2.112 -1.027
N -2.654 -2.284 -0.332
C -0.764 -3.208 1.849
C 0.207 -3.802 2.764
C 1.378 -3.187 2.527
C 1.119 -2.206 1.480
N -0.132 -2.225 1.091
H -3.362 -4.799 6.024
H -2.484 -3.177 4.368
H -2.914 -6.107 1.273
H -3.762 -7.737 2.936
H -4.954 -3.997 1.386
H -5.904 -2.792 -0.790
H -3.769 -1.535 -1.940
H 0.007 -4.596 3.466
H 2.330 -3.366 3.003
H 1.815 -1.500 1.046
C 3.201 2.187 -4.632
C 3.735 1.100 -3.716
C 3.226 -0.270 -4.145
C 5.254 1.120 -3.664
O 3.246 1.432 -2.389
Si 2.884 0.641 -1.048
S 0.917 -0.243 -1.509
O 3.745 -0.664 -0.672
C 4.960 -0.928 0.076
C 5.727 -1.972 -0.717
C 4.554 -1.470 1.437
C 5.774 0.349 0.234
O 2.659 1.650 0.182
C 2.681 3.105 0.325
C 1.450 3.678 -0.363
C 3.952 3.675 -0.291
C 2.656 3.363 1.820
H 3.540 2.016 -5.654
H 3.553 3.167 -4.304
H 2.109 2.187 -4.616
H 3.605 -0.506 -5.140
H 2.136 -0.286 -4.179
H 3.564 -1.047 -3.453
H 5.668 0.933 -4.656
H 5.619 0.343 -2.988
H 5.610 2.090 -3.313
H 5.082 -2.823 -0.938
H 6.588 -2.321 -0.145
H 6.084 -1.552 -1.659
H 3.951 -2.374 1.313
H 3.980 -0.719 1.986
H 5.441 -1.723 2.020
H 5.999 0.786 -0.742
H 6.716 0.131 0.737
H 5.225 1.080 0.831
H 1.423 3.371 -1.413
H 1.474 4.769 -0.323
H 0.534 3.337 0.119
H 3.952 3.540 -1.373
H 4.836 3.185 0.125
H 4.017 4.741 -0.072
H 1.778 2.902 2.275
H 2.624 4.437 2.013
H 3.550 2.951 2.293
F -1.229 -4.022 -2.086
C -0.632 -2.834 -2.408
F 0.632 -3.152 -2.740
F -1.235 -2.434 -3.568
C -0.731 1.160 1.735
Ge -1.760 0.822 0.100
C -3.658 0.556 0.537
C -4.093 0.176 1.806
C -5.451 0.028 2.079
C -6.389 0.242 1.078
C -5.969 0.599 -0.197
C -4.611 0.753 -0.466
C -1.726 2.341 -1.144
C -1.345 2.145 -2.447
C -1.226 3.222 -3.358
C -1.483 4.493 -2.945
C -1.922 4.746 -1.621
C -2.228 6.061 -1.188
C -2.694 6.293 0.071
C -2.895 5.214 0.960
C -2.595 3.940 0.575
C -2.076 3.662 -0.718
H -0.987 2.127 2.166
H 0.331 1.143 1.487
H -0.924 0.375 2.469
H -3.369 0.004 2.598
H -5.778 -0.248 3.075
H -7.444 0.134 1.292
H -6.698 0.763 -0.982
H -4.292 1.057 -1.459
H -1.113 1.146 -2.798
H -0.920 3.028 -4.379
H -1.372 5.328 -3.628
H -2.095 6.881 -1.884
H -2.923 7.303 0.389
H -3.299 5.402 1.947
H -2.789 3.118 1.252
```

HOMO (spin up / spin down), eV: -10.1 / -10.2
Max |F|, eV/A: 1.55
Spin multiplicity: 6
Relative energy (zero: lowest compared OMol25 entry of this formula, charge and spin), kJ/mol: 40.8
Charge: +1
HOMO-LUMO gap (spin up / spin down), Eh: 0.21664 / 0.15663